# 1
Formula: C36H38N2O2PRhSTe
Source: the Open Molecules 2025 dataset
Level of theory: wB97M-V/def2-TZVPD

Structure (XYZ):
```
82
Properties=species:S:1:pos:R:3:forces:R:3:mulliken_charge:R:1
Rh -0.07288 0.31439 -0.50048 -0.2 -0.6 -0.3 -1.114
C -1.42003 5.91483 -2.97176 0.0 0.0 0.0 -0.456
C -2.52253 5.09523 -3.15092 0.0 0.0 0.0 -0.715
C -2.44078 3.73937 -2.85675 0.0 0.0 0.0 -0.107
C -1.25296 3.19808 -2.37315 0.0 -0.1 0.1 0.694
C -0.14746 4.02925 -2.19589 0.0 0.0 0.0 -0.825
C -0.23058 5.37781 -2.49522 0.0 0.0 0.0 -0.750
P -1.05038 1.39991 -2.12319 0.1 0.3 0.0 2.263
C -2.72745 0.73479 -2.29424 -0.2 -0.1 0.1 0.261
C -3.66226 1.05755 -1.30617 0.0 0.1 -0.1 -0.385
C -4.90633 0.45227 -1.29288 0.0 0.0 0.0 -0.695
C -5.22575 -0.49613 -2.25638 0.0 0.0 0.0 -0.495
C -4.30302 -0.82939 -3.23392 0.0 0.0 0.0 -0.719
C -3.05479 -0.21780 -3.25448 0.0 0.1 0.0 -0.867
C -0.13601 0.88633 -3.59526 0.1 -0.1 -0.1 -0.510
C -0.34820 1.31750 -4.87855 0.0 0.0 0.1 0.141
C 0.45055 0.80386 -5.92055 0.0 0.0 0.0 -0.909
C 1.44222 -0.10198 -5.65643 0.0 0.0 0.0 -0.794
C 1.70273 -0.54259 -4.33779 -0.1 0.0 0.1 0.773
C 2.74745 -1.44258 -4.00962 0.0 0.0 -0.1 -0.890
C 2.96499 -1.78165 -2.70642 0.0 0.0 0.0 -0.946
C 2.15386 -1.26732 -1.66341 0.0 0.0 0.0 0.204
C 1.11717 -0.41208 -1.93269 0.0 0.1 0.1 -0.324
C 0.89427 -0.03583 -3.29352 0.0 0.0 0.1 0.854
H -1.48485 6.97126 -3.19876 0.0 0.0 0.0 0.373
H -3.45391 5.50632 -3.51884 0.0 0.0 0.0 0.421
H -3.31076 3.11318 -3.00520 0.0 0.0 0.0 0.330
H 0.77374 3.61795 -1.80203 0.0 0.0 0.0 0.253
H 0.63296 6.01274 -2.34601 0.0 0.0 0.0 0.394
H -3.40451 1.78264 -0.54113 0.0 0.0 0.0 0.573
H -5.61399 0.69130 -0.51166 0.0 0.0 0.0 0.326
H -6.19284 -0.98234 -2.23410 0.0 0.0 0.0 0.405
H -4.55201 -1.56783 -3.98631 0.0 0.0 0.0 0.416
H -2.33543 -0.47993 -4.02112 0.0 0.0 0.0 0.391
H -1.11804 2.04851 -5.09574 0.0 0.0 0.0 0.534
H 0.28127 1.14085 -6.93515 0.0 0.0 0.0 0.416
H 2.06162 -0.48016 -6.46174 0.0 0.0 0.0 0.398
H 3.37811 -1.83319 -4.79930 0.0 0.0 0.0 0.392
H 3.77605 -2.45363 -2.45249 0.0 0.0 0.0 0.435
H 2.37302 -1.55918 -0.64246 0.0 0.0 0.0 0.468
C -4.48683 -6.09773 1.77106 0.0 0.0 0.0 -1.442
C -3.88979 -4.76313 2.19517 0.0 0.0 -0.1 -0.295
N -4.75359 -3.62850 1.89479 -0.1 -0.1 0.0 0.544
C -5.96028 -3.48368 2.71378 0.0 0.0 0.0 -0.839
C -7.23987 -3.67716 1.91438 0.0 0.0 0.0 -1.115
C -4.42102 -2.56309 1.12073 0.1 0.2 0.2 -1.132
O -5.04692 -1.51383 1.16840 0.0 -0.1 -0.1 -0.630
C -3.23795 -2.66371 0.19808 0.0 -0.1 -0.1 0.706
C -2.99193 -3.73231 -0.65462 0.1 0.1 0.0 0.743
C -1.89513 -3.67389 -1.50046 -0.1 0.0 0.1 -1.604
C -1.07687 -2.55950 -1.46275 0.0 0.1 0.0 -0.661
N -1.31765 -1.51658 -0.66036 -0.1 -0.2 -0.1 1.975
C -2.39145 -1.56703 0.13054 0.1 0.1 0.0 -1.168
H -3.81068 -6.91339 2.02958 0.0 0.0 0.0 0.444
H -4.66522 -6.12485 0.69546 0.0 0.0 0.0 0.257
H -5.43859 -6.28125 2.27064 0.0 0.0 0.0 0.352
H -2.92148 -4.61008 1.72299 0.0 0.0 0.0 0.145
H -3.70791 -4.76855 3.27409 0.0 0.0 0.0 0.512
H -5.95054 -2.49304 3.16880 0.0 0.0 0.0 0.422
H -5.89368 -4.22272 3.51327 0.0 0.0 0.0 0.447
H -7.30771 -2.92903 1.12601 0.0 0.0 0.0 0.275
H -8.10863 -3.56801 2.56459 0.0 0.0 0.0 0.413
H -7.27295 -4.66936 1.46219 0.0 0.0 0.0 0.272
H -3.65248 -4.58936 -0.66733 0.0 0.0 0.0 0.476
H -1.67245 -4.47786 -2.18789 0.0 0.0 0.0 0.493
H -0.19929 -2.48341 -2.09012 0.0 0.0 0.0 0.218
H -2.58285 -0.69385 0.74361 0.0 0.0 0.0 0.575
O 2.09474 -1.76188 2.53229 0.0 -0.1 0.0 -0.725
S 0.74393 -1.72079 1.91219 0.1 0.1 0.0 0.698
C -0.38799 -1.03034 3.17889 0.0 0.0 0.0 -1.113
C -1.26087 -2.15590 3.73471 0.0 0.0 0.0 0.125
C -0.47754 -3.45336 3.55001 0.0 0.0 0.0 -0.901
C 0.03522 -3.39034 2.11959 0.0 0.1 0.0 -0.027
H -0.93500 -0.18881 2.75527 0.0 0.0 0.0 0.365
H 0.31908 -0.64184 3.91264 0.0 0.0 0.0 0.515
H -2.19721 -2.21156 3.17018 0.0 0.0 0.0 -0.338
H -1.52322 -1.97145 4.77695 0.0 0.0 0.0 0.448
H -1.08740 -4.34075 3.73077 0.0 0.0 0.0 0.376
H 0.37116 -3.48430 4.23641 0.0 0.0 0.0 0.377
H -0.77738 -3.48789 1.39384 0.0 0.0 0.0 -0.516
H 0.82844 -4.09351 1.87145 0.0 0.0 0.0 0.601
Te 0.79736 2.12861 0.80500 0.1 0.5 0.2 -0.487
```
Forces are in eV/Å.

Summary:
- ΔE to the lowest compared entry with this formula, charge and spin (kJ/mol) = 0.0
- HOMO-LUMO gap (spin up / spin down) (eV) = 6.07 / 6.07
- E_LUMO (spin up / spin down) (eV) = -0.22 / -0.22

---

# 2
Formula: C44H41CrI2N8O7PS3
Source: the Open Molecules 2025 dataset
Level of theory: wB97M-V/def2-TZVPD

Structure (XYZ):
```
107
Properties=species:S:1:pos:R:3:forces:R:3:mulliken_charge:R:1
Cr 0.71222 0.08006 0.30763 0.0 0.4 -0.1 -0.658
N 0.79941 1.64000 3.68416 -0.1 0.2 -0.1 0.325
P 1.26976 1.84027 2.06479 -0.3 -0.3 0.0 2.948
C 3.08100 1.98847 2.15929 0.0 0.1 0.1 0.558
C 3.77836 0.99136 2.84376 0.0 0.1 0.1 -0.472
C 5.16281 1.01496 2.88712 0.0 0.1 0.1 -0.837
C 5.86002 2.03286 2.24715 0.0 0.0 0.0 -0.622
C 5.17159 3.02315 1.56327 -0.1 0.0 0.1 -0.829
C 3.78382 3.00157 1.51343 0.0 0.0 0.2 -0.429
C 0.72124 3.52419 1.66824 0.1 0.1 0.1 0.236
C 0.47135 4.49206 2.64163 0.0 0.0 0.0 -0.874
C 0.12182 5.78200 2.27618 0.0 0.0 0.0 -0.736
C 0.04269 6.12748 0.93417 0.0 0.0 0.0 -0.819
C 0.32200 5.18250 -0.04019 0.0 -0.1 0.0 -0.954
C 0.65493 3.88437 0.32225 0.0 0.1 0.0 0.127
C 0.54301 0.43820 4.32038 0.0 0.0 0.1 -0.033
C 0.10467 0.44791 5.65213 0.0 0.0 0.0 -1.503
C -0.18298 -0.75328 6.25357 0.0 0.0 0.0 -0.521
C -0.04338 -1.93217 5.52184 0.0 0.0 0.0 -1.106
C 0.39424 -1.82988 4.22066 0.0 0.0 0.1 0.009
N 0.70188 -0.67443 3.61669 0.0 0.0 0.1 0.581
H 0.80636 2.44558 4.28838 0.1 0.0 0.0 0.206
H 3.23857 0.18690 3.33323 0.0 0.0 0.0 0.184
H 5.69861 0.23802 3.41682 0.0 0.0 0.0 0.465
H 6.94128 2.05244 2.28413 0.0 0.0 0.0 0.448
H 5.71216 3.81590 1.06316 0.0 0.0 0.0 0.456
H 3.25896 3.77180 0.96234 0.0 0.0 0.0 0.494
H 0.55435 4.26879 3.69728 0.0 0.0 0.0 0.311
H -0.07925 6.52143 3.03967 0.0 0.0 0.0 0.446
H -0.22516 7.13679 0.65113 0.0 0.0 0.0 0.420
H 0.28506 5.45327 -1.08744 0.0 0.0 0.0 0.503
H 0.89381 3.15845 -0.44087 0.0 0.0 0.0 0.295
H -0.01600 1.38521 6.18026 0.0 0.0 0.0 0.515
H -0.52132 -0.77816 7.28127 0.0 0.0 0.0 0.445
H -0.25843 -2.89861 5.95324 0.0 0.0 0.0 0.500
H 0.50784 -2.72684 3.62216 0.0 0.0 0.0 0.387
I 4.04005 2.89292 -2.26814 0.0 0.0 0.0 0.040
C 4.31570 1.19782 -1.11131 0.1 -0.1 -0.1 0.155
C 5.61146 0.65238 -0.94542 0.0 -0.1 0.0 -0.271
C 5.82652 -0.45969 -0.17961 -0.1 0.0 0.0 -0.108
I 7.77326 -1.14879 0.06758 0.0 0.0 0.0 0.108
C 4.73426 -1.10601 0.46792 0.1 -0.2 -0.2 1.097
C 4.79397 -2.28909 1.23885 0.0 0.1 0.0 -1.053
C 3.64851 -2.81470 1.77189 -0.1 0.1 0.0 -1.831
C 2.42513 -2.14791 1.57826 0.1 -0.1 0.0 -0.684
N 2.34810 -1.03181 0.89766 0.0 0.1 0.0 1.208
C 3.46846 -0.52750 0.31307 -0.1 -0.2 -0.2 0.072
C 3.24737 0.62705 -0.48059 0.1 -0.1 -0.1 -0.756
O 1.99547 1.09562 -0.53089 0.0 -0.1 0.1 0.106
H 6.44472 1.14307 -1.42911 0.0 0.0 0.0 0.428
H 5.74852 -2.77325 1.39721 0.0 0.0 0.0 0.269
H 3.66663 -3.73126 2.34359 0.0 0.0 0.0 0.499
H 1.49768 -2.54207 1.97230 0.1 0.0 -0.1 0.844
O -2.22818 -4.31259 -1.33833 0.1 0.1 0.0 -0.727
C -1.21380 -4.18402 -2.21722 -0.1 0.0 0.1 0.514
C -1.17071 -5.09112 -3.27574 0.0 0.0 0.0 -0.649
C -0.16279 -5.01995 -4.21438 0.0 0.0 0.0 -0.383
C 0.83135 -4.04752 -4.12078 0.0 0.0 0.0 -1.148
C 0.79295 -3.14762 -3.07905 0.0 0.0 0.0 -0.514
C -0.22406 -3.19146 -2.11721 0.0 0.0 0.0 -0.187
C -0.21794 -2.18184 -1.04529 0.1 -0.1 0.1 1.223
O 0.68450 -1.26572 -1.07735 -0.1 0.0 -0.1 -0.583
N -1.09952 -2.25309 -0.08071 -0.1 0.1 0.0 -1.100
N -0.96995 -1.18011 0.81969 0.2 -0.2 0.0 0.945
C -1.97380 -1.12434 1.62835 -0.1 0.1 -0.1 -0.106
S -3.32831 -2.21562 1.44577 0.0 0.0 -0.1 -0.115
C -4.25476 -1.56897 2.86030 0.0 0.0 0.0 -0.644
C -3.94192 -0.09157 2.98253 0.0 0.0 0.0 -0.515
S -2.14043 0.05274 2.90349 0.0 0.1 0.0 0.121
H -2.10321 -3.64114 -0.63362 0.0 0.0 0.0 0.640
H -1.94109 -5.84862 -3.33092 0.0 0.0 0.0 0.494
H -0.14560 -5.73259 -5.02894 0.0 0.0 0.0 0.420
H 1.62500 -4.00327 -4.85318 0.0 0.0 0.0 0.469
H 1.55316 -2.38402 -2.98231 0.0 0.0 0.0 0.479
H -3.96365 -2.10781 3.76150 0.0 0.0 0.0 0.292
H -5.31182 -1.74423 2.66439 0.0 0.0 0.0 0.479
H -4.24784 0.30951 3.94807 0.0 0.0 0.0 0.474
H -4.39915 0.49713 2.18831 0.0 0.0 0.0 0.104
C -4.40818 -3.08395 -4.77379 0.1 -0.1 0.0 -1.080
C -5.20217 -1.85143 -5.16447 -0.1 0.0 0.1 -0.570
S -4.25459 -0.35470 -5.18874 0.1 0.0 -0.1 1.366
O -5.08930 0.69973 -5.69910 0.0 0.0 0.0 -0.698
O -2.96734 -0.61214 -5.78810 0.0 0.0 0.0 -0.664
C -3.93368 0.01700 -3.47015 0.0 0.0 0.1 -0.244
C -3.11000 1.30084 -3.44026 0.1 0.0 0.0 -1.761
N -2.40285 1.45254 -2.16574 0.1 -0.1 0.0 0.482
C -1.11686 1.09244 -1.97398 0.0 0.2 0.0 0.948
N -0.77301 1.24311 -0.69119 0.0 -0.2 0.2 1.028
C -1.86332 1.74042 -0.04151 0.0 0.0 0.0 -1.531
C -2.88087 1.84241 -0.92900 -0.1 0.1 -0.1 -0.228
N -4.21967 2.26885 -0.66193 0.0 0.0 0.0 1.129
O -4.47641 2.54834 0.49370 0.0 0.0 0.0 -0.655
O -5.00602 2.30543 -1.58864 0.0 0.0 0.0 -0.656
C -0.20467 0.70118 -3.08075 0.0 -0.1 0.0 -1.663
H -5.01816 -3.97137 -4.94070 0.0 0.0 0.0 0.430
H -4.12001 -3.07682 -3.72134 0.0 0.0 0.0 0.214
H -3.50516 -3.16494 -5.37652 0.0 0.0 0.0 0.316
H -6.05067 -1.65696 -4.50593 0.0 0.0 0.0 0.374
H -5.58718 -1.90604 -6.18512 0.0 0.0 0.0 0.442
H -3.37160 -0.82217 -3.05291 0.0 0.0 0.0 0.225
H -4.88379 0.13636 -2.95115 0.0 0.0 0.0 0.555
H -3.73069 2.17155 -3.61436 0.0 0.0 0.0 0.251
H -2.34452 1.25915 -4.21187 0.0 0.0 0.0 0.577
H -1.86860 2.00085 1.00002 0.0 -0.1 0.1 1.094
H -0.48581 -0.25617 -3.52462 0.0 0.0 0.0 0.342
H 0.80818 0.62727 -2.69882 0.0 0.0 0.0 -0.401
H -0.23461 1.45766 -3.86661 0.0 0.0 0.0 0.805
```
Forces are in eV/Å.

Summary:
- net charge = +1
- ΔE to the lowest compared entry with this formula, charge and spin (kJ/mol) = 17.9
- spin multiplicity = 2
- ⟨S²⟩ = 0.760
- HOMO-LUMO gap (spin up / spin down) (eV) = 6.73 / 7.28
- E_LUMO (spin up / spin down) (eV) = -3.66 / -3.11